Computed, not measured: a structure of composition C48H31N13STi, with ωB97M-V with the def2-TZVPD basis set.

Values from the calculation:
* HOMO-LUMO gap: 6.1 eV
* energy above the lowest of the compared OMol25 structures with the same formula, charge and spin: 4.5 kcal per mole

```
! RIJCOSX wB97M-V def2-TZVPD def2/J DEFGRID3
* xyz 0 1
Ti 0.46 -0.09 0.32
S 2.61 -2.97 -0.34
N 0.50 -1.47 2.02
N -0.02 -1.81 -0.62
N 2.40 0.91 1.11
N 0.40 -3.62 0.87
N 2.10 -0.20 -1.25
N -1.62 2.54 0.96
N -2.18 -1.42 -1.59
N -1.54 0.29 -0.04
N -0.01 1.09 1.96
N 0.70 4.00 -0.21
N 0.55 -0.03 3.96
N 0.50 1.72 -0.56
N 4.23 -0.21 -1.85
C -5.52 2.44 -1.11
C -1.06 -2.13 -1.36
C -0.03 3.78 -1.39
C -4.70 0.29 -1.89
C -1.61 -4.07 -2.99
C 3.95 -1.04 -4.22
C 0.85 -3.09 -0.40
C -0.59 4.67 -2.27
C -0.18 5.06 4.35
C 3.63 0.36 0.54
C 0.20 -3.46 3.25
C -0.86 -3.43 -2.01
C 0.21 4.19 5.37
C -1.26 4.17 -3.39
C 0.15 -3.92 5.95
C 0.01 -4.76 3.68
C 0.18 2.40 3.83
C -5.67 1.29 -1.88
C -0.30 2.45 1.54
C 0.75 -5.21 -1.93
C 2.97 -1.44 -5.10
C 1.21 -1.03 -3.48
C -1.14 -5.29 -3.45
C -2.11 1.56 0.31
C 0.34 -2.89 1.90
C -0.77 1.90 -2.72
C 3.33 0.02 -0.87
C 2.18 -0.63 -2.57
C -3.43 1.64 -0.34
C 0.34 -2.62 5.51
C -3.59 0.50 -1.10
C -0.12 2.39 -1.60
C 0.36 -2.42 4.14
C 0.80 2.70 0.45
C 0.29 -3.98 -1.48
C -0.39 4.61 3.06
C -2.37 -0.31 -0.92
C 3.53 -0.65 -2.96
C 0.26 1.05 3.24
C -0.02 -4.97 5.05
C 0.39 2.84 5.12
C -1.35 2.81 -3.61
C -0.18 3.26 2.80
C -4.39 2.64 -0.33
C 1.62 -1.43 -4.74
C 0.02 -5.85 -2.91
C 2.23 2.38 0.92
C 0.50 -1.20 3.34
H 0.47 -1.79 6.19
H 1.66 -5.62 -1.51
H 2.87 2.69 0.09
H -6.29 3.20 -1.14
H 0.36 4.58 6.37
H 0.87 -1.76 -5.46
H -1.71 4.86 -4.09
H -4.81 -0.60 -2.49
H 0.13 -4.13 7.01
H 0.36 -6.81 -3.29
H -0.11 -5.57 2.97
H -1.87 2.43 -4.48
H 3.87 -0.58 1.05
H -0.86 0.83 -2.90
H 2.39 0.70 2.10
H 5.00 -1.05 -4.50
H 4.48 1.05 0.63
H -0.74 5.28 2.29
H 0.16 -1.04 -3.23
H 0.38 4.76 0.38
H 0.67 2.15 5.90
H 3.25 -1.77 -6.10
H -0.16 -5.97 5.43
H 2.54 2.92 1.82
H 5.23 -0.21 -1.74
H -4.24 3.54 0.26
H -1.68 -5.82 -4.22
H -0.52 5.74 -2.10
H -6.57 1.17 -2.48
H -2.50 -3.61 -3.39
H -0.33 6.11 4.58
*
```

=====

Computed, not measured: a cluster of 4 separate species, C48H31NO9PS in total, with ωB97M-V with the def2-TZVPD basis set.

Values from the calculation:
* HOMO-LUMO gap: 4.9 eV

```
! RIJCOSX wB97M-V def2-TZVPD def2/J DEFGRID3
* xyz 1 1
S 2.03 8.04 3.75
P -2.69 4.76 4.10
O 4.20 3.22 -2.49
O 1.73 -1.32 -1.32
O -6.45 -9.31 -1.48
O 0.09 7.02 5.35
O -1.28 4.37 4.58
O 0.60 7.32 3.11
O -2.66 -6.99 1.48
O 5.82 -4.74 -1.11
O 1.07 7.47 -1.68
N -4.78 8.55 4.00
C 1.20 -3.89 -0.36
C 3.46 4.18 -2.33
C 6.61 -0.80 -2.25
C -4.93 -7.53 -1.26
C -2.25 9.22 4.05
C 1.50 5.21 -1.19
C 5.11 -2.55 -1.54
C -3.96 -6.91 -0.47
C 4.81 5.54 -3.92
C 4.03 -1.66 -1.62
C -5.60 -8.76 -0.79
C 6.40 -2.11 -1.85
C -5.90 -10.45 1.02
C 3.32 -5.70 -0.31
C 0.91 2.80 0.06
C -5.29 -6.98 -2.49
C -4.69 -5.80 -2.92
C -5.55 -10.98 2.25
C 4.20 7.82 -4.44
C 2.00 2.88 -0.80
C -3.55 -7.50 0.82
C 2.05 -6.10 0.10
C 2.46 -3.48 -0.77
C 0.13 3.92 0.31
C -4.23 -8.72 1.30
C 2.67 -2.10 -1.24
C -4.49 7.12 4.02
C -1.88 7.70 4.10
C 1.77 6.49 -1.89
C 3.73 5.46 -3.04
C -3.00 6.62 4.07
C 3.53 -4.38 -0.73
C 2.90 6.56 -2.84
C 0.42 5.13 -0.31
C -0.33 7.31 4.19
C 4.89 -3.95 -1.13
C 0.99 -5.20 0.08
C -3.88 -9.27 2.53
C -4.54 -10.40 3.01
C 5.04 6.72 -4.62
C 5.53 0.08 -2.35
C 3.14 7.74 -3.55
C 4.25 -0.35 -2.04
C 2.30 4.10 -1.43
C -3.74 -5.16 -2.12
C -3.37 -5.72 -0.91
C -3.78 9.58 3.99
C -5.24 -9.32 0.53
H -5.37 6.38 4.01
H -4.97 -5.37 -3.88
H 3.41 0.34 -2.12
H 2.62 7.17 4.67
H 5.46 4.69 -4.07
H 7.24 -2.79 -1.77
H -1.46 10.04 4.05
H 2.49 8.60 -3.41
H -6.69 -10.91 0.43
H -2.99 4.10 2.85
H -6.08 -11.86 2.63
H 0.36 -3.19 -0.37
H -3.63 4.21 5.05
H -3.09 -8.82 3.13
H 2.61 2.01 -0.99
H 7.61 -0.46 -2.49
H -5.77 8.84 4.00
H 0.00 -5.51 0.40
H 5.69 1.10 -2.68
H -4.26 -10.82 3.97
H 5.88 6.78 -5.31
H 4.38 8.74 -4.99
H 4.14 -6.41 -0.29
H -2.63 -5.22 -0.29
H -3.28 -4.24 -2.46
H -0.20 6.00 -0.12
H -0.72 3.85 0.99
H 0.68 1.85 0.54
H 1.89 -7.12 0.43
H -4.08 10.68 3.96
H -6.03 -7.46 -3.11
*
```

=====

Electronic energy? In order: -103607.487; -90309.947 eV.